Entry 1:
Density functional theory data (the ωB97M-V functional and the def2-TZVPD basis) for a molecular structure, C30H27Cl3N3O2RuTe.

Structure (XYZ):
```
67
Properties=species:S:1:pos:R:3:forces:R:3:lowdin_charge:R:1
Ru -0.386 0.060 0.437 -0.323 2.324 3.277 0.999
O 1.342 1.218 1.128 -0.312 -0.905 -1.484 -0.287
C 1.471 2.274 1.835 -0.384 0.546 0.322 -0.379
C 2.583 3.122 1.594 0.010 -0.106 -0.035 -0.025
C 2.796 4.257 2.325 -0.017 -0.194 0.078 -0.095
C 1.932 4.598 3.369 -0.181 0.190 0.267 -0.109
C 0.837 3.812 3.625 0.082 0.078 -0.089 -0.073
C 0.565 2.661 2.870 0.479 -0.024 -0.542 -0.181
C -0.631 1.928 3.138 0.167 -0.041 0.280 -0.136
N -1.004 0.833 2.588 0.426 -0.272 -1.746 -0.029
C -2.258 0.250 2.987 -0.282 -0.234 -0.074 -0.208
C -3.103 -0.031 1.736 -0.307 0.474 0.628 -0.211
N -2.426 -1.007 0.913 0.149 -0.698 -1.600 -0.021
C -3.108 -2.038 0.534 0.228 1.652 1.085 -0.078
C -2.686 -3.134 -0.287 0.781 -0.943 -1.035 -0.124
C -3.557 -4.235 -0.417 0.250 0.556 0.169 -0.019
C -3.227 -5.334 -1.177 0.070 -0.300 -0.206 -0.071
C -2.018 -5.379 -1.861 -0.165 0.290 0.163 -0.046
C -1.154 -4.300 -1.773 0.035 -0.109 -0.029 0.020
C -1.471 -3.199 -0.999 -0.110 0.134 0.104 -0.187
O -0.507 -2.203 -0.899 -0.803 -0.917 -0.758 -0.215
H 3.244 2.837 0.791 0.082 -0.007 -0.140 0.107
H 3.638 4.892 2.094 0.101 0.069 -0.008 0.104
H 2.114 5.488 3.950 -0.018 0.094 0.080 0.096
H 0.148 4.083 4.412 -0.082 0.068 0.088 0.107
H -1.268 2.376 3.910 0.000 -0.227 0.028 0.118
H -2.808 0.907 3.680 0.080 -0.182 -0.170 0.122
H -2.041 -0.702 3.487 -0.183 0.070 0.025 0.121
H -3.196 0.906 1.165 -0.009 -0.257 0.108 0.117
H -4.109 -0.374 2.030 0.226 0.050 -0.078 0.118
H -4.151 -2.116 0.864 0.135 0.026 0.141 0.131
H -4.505 -4.207 0.105 -0.034 0.009 0.036 0.116
H -3.912 -6.164 -1.248 -0.090 -0.065 0.022 0.108
H -1.752 -6.236 -2.462 -0.010 -0.047 -0.019 0.112
H -0.212 -4.311 -2.302 0.093 0.057 -0.020 0.121
C 3.140 -0.421 -3.822 -0.037 0.242 -0.208 -0.074
C 2.970 -1.636 -3.146 -0.276 -0.126 0.176 -0.089
C 1.787 -1.909 -2.513 0.092 -0.267 -0.255 -0.112
C 0.723 -0.984 -2.564 -0.040 0.176 0.012 -0.123
C -0.497 -1.178 -1.849 -0.287 0.204 -0.376 -0.291
C -1.619 -0.426 -2.158 0.462 -0.474 0.458 -0.030
C -1.504 0.656 -3.046 0.216 0.172 -0.356 -0.070
C -0.298 0.979 -3.609 -0.382 -0.142 0.232 -0.006
C 0.836 0.168 -3.391 0.039 -0.293 0.380 -0.156
C 2.091 0.445 -3.970 0.163 -0.051 -0.032 -0.019
H 4.099 -0.185 -4.252 0.116 0.040 -0.125 0.106
H 3.782 -2.347 -3.111 0.041 -0.076 0.021 0.113
H 1.639 -2.854 -2.006 0.071 0.119 0.040 0.071
H -2.580 -0.667 -1.719 0.158 0.092 0.024 0.116
H -2.381 1.251 -3.249 -0.028 0.115 0.027 0.117
H -0.199 1.854 -4.232 -0.036 0.098 -0.088 0.122
H 2.207 1.356 -4.539 0.020 0.085 -0.063 0.117
C 3.342 -1.919 2.350 -0.506 0.149 -0.041 -0.408
Te 1.943 -1.768 0.702 0.664 0.205 0.432 1.358
C 3.264 -0.327 -0.205 -0.100 -0.082 0.059 -0.381
H 3.429 -0.975 2.875 -0.081 0.171 -0.011 0.004
H 4.305 -2.202 1.938 0.003 -0.023 -0.167 0.001
H 3.010 -2.684 3.039 -0.099 -0.150 0.095 -0.012
H 4.049 -0.818 -0.774 -0.074 -0.190 0.038 0.008
H 3.695 0.265 0.597 -0.127 -0.002 0.073 0.004
H 2.676 0.323 -0.845 -0.016 -0.012 0.002 0.004
Cl -2.165 4.573 2.010 -0.252 0.040 0.128 0.630
C -1.387 4.364 0.482 0.435 0.275 0.247 -1.435
Cl -3.018 5.016 -0.973 -0.465 0.183 -0.428 -0.014
Cl -0.086 5.457 0.169 0.072 -0.046 0.007 0.626
C -1.213 3.064 0.070 -0.001 -0.369 -0.205 -0.419
N -1.218 1.995 -0.403 0.173 -1.224 1.033 0.115
```
Forces are in eV/Å.

* energy relative to the best compared isomer or geometry (same formula, charge and spin): 6.2 kcal/mol
* ⟨S²⟩: 0.843
* multiplicity: 2
* frontier orbital gap (alpha / beta): 5.15 / 6.40 eV
* LUMO level (alpha / beta): -0.9 / -0.9 eV
* total charge: 0

Entry 2:
Density functional theory data (the ωB97M-V functional and the def2-TZVPD basis) for C12H16N2O in the gas phase.

Structure (XYZ):
```
31
Properties=species:S:1:pos:R:3:forces:R:3:lowdin_charge:R:1
C -1.041 -1.515 1.719 -0.219 1.214 -1.213 -0.049
C 0.231 -1.172 2.362 -1.028 -1.206 0.412 -0.072
C -0.671 2.883 -1.897 3.440 2.373 -1.689 -0.004
C -1.329 -0.975 0.518 2.833 -0.771 0.851 -0.041
C -1.661 2.876 -1.004 -3.783 4.543 2.054 -0.210
C 1.076 -0.269 1.920 1.320 1.420 -0.555 -0.257
C -0.203 1.556 -2.040 -3.421 4.012 2.163 -0.568
C 0.862 0.386 0.561 -3.055 0.270 1.529 -0.078
C -0.139 -0.405 -0.263 -2.370 2.161 0.818 -0.309
C 2.286 0.189 2.712 -0.936 -0.290 2.907 -0.053
C -0.222 -2.173 -2.083 0.435 0.802 -0.644 -0.072
C 0.635 -1.420 -0.996 0.443 -0.099 -4.360 -0.192
N -1.818 1.636 -0.530 -0.184 -3.035 0.043 0.055
N -1.050 0.782 -1.238 0.311 -3.948 1.411 0.061
O 0.629 1.093 -2.725 4.417 -2.778 -3.426 0.136
H -1.769 -2.117 2.235 -0.087 -0.032 0.287 0.100
H 0.399 -1.701 3.272 0.366 -0.047 0.741 0.100
H -0.171 3.844 -2.235 -0.810 -1.701 -0.094 0.144
H -2.224 -1.139 0.005 -1.266 -0.265 -0.662 0.085
H -2.372 3.638 -0.624 1.027 -0.460 -0.462 0.111
H 0.469 1.442 0.610 0.985 -0.629 0.269 0.152
H 1.719 0.240 0.011 2.326 0.789 -0.986 0.087
H 3.247 -0.195 2.486 0.794 -0.876 -1.042 0.050
H 2.180 -0.178 3.842 -0.020 1.131 -2.224 0.120
H 2.471 1.277 2.672 -0.617 -0.280 0.182 0.081
H -1.249 -2.374 -1.796 0.061 -0.614 0.672 0.054
H 0.254 -3.059 -2.555 -0.266 0.511 0.640 0.077
H -0.434 -1.461 -2.903 0.618 -0.143 0.209 0.067
H 1.583 -0.972 -1.554 -2.111 -0.622 1.099 0.156
H 1.055 -2.044 -0.255 0.255 -1.126 0.942 0.104
H -2.743 1.325 -0.225 0.543 -0.301 0.128 0.168
```
Forces are in eV/Å.

* ⟨S²⟩: 2.011
* multiplicity: 3
* frontier orbital gap (alpha / beta): 5.06 / 6.55 eV
* LUMO level (alpha / beta): 0.7 / -2.0 eV
* total charge: 0

Entry 3:
Density functional theory data (the ωB97M-V functional and the def2-TZVPD basis) for 2 unconnected molecules or ions with the total composition C3H3NS.

Structure (XYZ):
```
8
Properties=species:S:1:pos:R:3:forces:R:3:lowdin_charge:R:1
C -0.789 -1.725 1.470 -3.052 -0.969 1.897 0.144
C 0.177 -1.849 0.805 1.879 0.614 -1.128 -0.158
C 1.318 -1.721 0.044 0.884 -0.544 -0.862 -0.295
N 2.256 -1.693 -0.633 -0.621 0.080 0.601 0.178
S 0.411 1.506 -0.109 -0.198 -0.635 0.741 0.448
H -1.703 -1.933 2.043 0.954 0.630 -0.528 0.072
H 1.312 0.856 0.744 -0.388 1.166 -1.174 -0.170
H 1.147 2.390 -0.804 0.541 -0.343 0.453 -0.221
```
Forces are in eV/Å.

* energy relative to the best compared isomer or geometry (same formula, charge and spin): 44.2 kcal/mol
* structure (SMILES): C#CC#N.S
* frontier orbital gap: 10.04 eV
* LUMO level: 0.3 eV
* total charge: 0

Entry 4:
Density functional theory data (the ωB97M-V functional and the def2-TZVPD basis) for a molecular structure, C4H7N3.

Structure (XYZ):
```
14
Properties=species:S:1:pos:R:3:forces:R:3:lowdin_charge:R:1
C -2.161 0.662 0.475 -0.036 0.250 0.037 -0.124
N -1.299 -0.472 0.268 0.274 0.260 0.114 -0.074
C 0.078 -0.346 0.308 0.888 0.759 -1.515 -0.295
N 0.788 -1.399 0.472 -0.548 0.373 -0.409 -0.067
N 1.927 -1.451 -0.179 0.413 1.649 -0.143 -0.023
C 2.207 0.349 -0.759 -0.895 -2.504 1.389 0.014
C 1.061 0.921 -0.499 -1.154 -2.486 1.153 -0.027
H -1.739 1.260 1.285 -0.157 0.053 -0.083 0.084
H -2.262 1.292 -0.422 -0.023 0.011 0.135 0.074
H -3.161 0.334 0.780 0.212 0.041 -0.060 0.078
H -1.671 -1.221 -0.310 0.361 0.315 0.262 0.129
H 2.516 -2.112 0.375 0.329 1.248 -0.698 0.095
H 3.194 0.308 -1.204 -0.472 0.575 0.092 0.060
H 0.522 1.873 -0.590 0.807 -0.545 -0.274 0.076
```
Forces are in eV/Å.

* energy relative to the best compared isomer or geometry (same formula, charge and spin): 98.9 kcal/mol
* frontier orbital gap: 8.86 eV
* LUMO level: 1.1 eV
* total charge: 0

Entry 5:
Density functional theory data (the ωB97M-V functional and the def2-TZVPD basis) for a molecular structure, C10H8F5N2OSTl.

Structure (XYZ):
```
28
Properties=species:S:1:pos:R:3:forces:R:3:lowdin_charge:R:1
Tl -1.622 3.111 0.853 0.051 -0.067 0.013 0.833
F 0.866 -1.652 5.806 -0.007 0.007 -0.009 0.110
C 0.593 -0.944 4.703 0.029 -0.026 0.010 -0.153
C 1.210 -1.250 3.501 0.007 -0.022 0.019 -0.149
F 2.081 -2.262 3.444 -0.001 -0.008 -0.008 0.117
C 0.926 -0.516 2.369 -0.033 0.035 0.021 -0.131
F 1.528 -0.847 1.208 0.033 -0.011 0.028 0.092
C 0.027 0.561 2.366 0.002 0.035 -0.046 -0.302
O -0.218 1.248 1.281 -0.026 -0.002 -0.046 -0.344
C -0.580 0.829 3.598 0.034 -0.050 0.045 -0.147
F -1.473 1.840 3.661 0.002 0.019 0.020 0.022
C -0.309 0.102 4.742 -0.050 0.056 -0.016 -0.149
F -0.921 0.411 5.889 0.002 -0.004 0.010 0.119
C -0.934 0.644 -4.612 -0.007 -0.014 0.032 -0.064
N -0.281 0.294 -3.374 0.064 -0.034 0.015 -0.167
C 0.291 -1.037 -3.180 -0.055 0.045 -0.032 -0.117
C 0.829 -0.944 -1.753 0.012 0.023 0.031 -0.131
N 0.010 0.130 -1.207 0.038 -0.055 0.004 0.043
C -0.534 0.862 -2.173 -0.086 0.124 -0.129 -0.784
S -1.416 2.302 -1.975 0.038 -0.085 0.027 0.497
H -0.240 0.503 -5.440 0.008 -0.005 0.004 0.090
H -1.237 1.686 -4.570 -0.004 0.007 -0.003 0.049
H -1.820 0.023 -4.782 -0.003 -0.002 0.003 0.095
H 1.064 -1.244 -3.918 0.004 0.009 -0.006 0.123
H -0.494 -1.797 -3.271 0.002 -0.003 -0.004 0.127
H 1.885 -0.662 -1.740 0.003 0.002 0.007 0.125
H 0.710 -1.866 -1.191 -0.013 0.011 0.011 0.118
H 0.060 0.473 -0.237 -0.045 0.015 -0.002 0.077
```
Forces are in eV/Å.

* energy relative to the best compared isomer or geometry (same formula, charge and spin): 0.0 kcal/mol
* frontier orbital gap: 8.10 eV
* LUMO level: -0.1 eV
* total charge: 0

Entry 6:
Density functional theory data (the ωB97M-V functional and the def2-TZVPD basis) for a molecular structure, C11H14N2OPSr.

Structure (XYZ):
```
30
Properties=species:S:1:pos:R:3:forces:R:3:lowdin_charge:R:1
C 1.071 -0.376 -1.223 2.042 -0.246 -0.931 -0.316
C 0.065 -0.015 -2.155 -0.482 -0.115 -1.881 -0.336
C -0.814 -1.126 -2.291 1.466 -0.539 -0.927 -0.337
C -0.294 -2.228 -1.546 -0.939 -0.185 -0.619 -0.276
C 0.864 -1.769 -0.888 1.790 0.215 0.419 -0.256
Sr -1.177 -0.381 0.021 -2.665 0.414 2.575 0.764
P -0.117 2.277 0.358 -0.297 0.896 0.373 0.602
H 2.027 0.226 -0.965 -1.908 -1.119 -0.376 0.117
H -0.112 0.861 -2.845 0.582 -0.692 1.500 0.105
H -1.747 -1.117 -2.831 -0.031 -0.035 -0.166 0.074
H 1.636 -2.329 -0.277 -1.422 0.588 -0.657 0.112
H -0.886 -3.176 -1.470 1.097 0.812 0.137 0.103
H -1.012 2.999 1.218 0.611 -0.072 -0.286 -0.125
H 0.128 3.305 -0.580 0.008 -0.073 0.154 -0.144
H 1.088 2.406 1.124 -0.069 0.279 -0.070 -0.131
N -1.018 -2.447 7.036 -0.803 -2.853 -0.062 0.124
C -0.657 -1.256 6.516 0.184 0.686 -1.649 -0.558
O -0.413 -0.349 7.304 0.274 0.858 0.422 -0.022
C -0.580 -1.096 5.035 -0.265 -0.123 3.169 -0.185
C -0.858 -2.113 4.116 -0.119 -0.681 -1.966 -0.073
C -0.909 -1.802 2.768 0.255 0.158 2.412 -0.217
N -0.749 -0.504 2.451 0.043 0.060 -4.146 -0.208
C -0.261 0.457 3.236 -0.302 -1.072 2.378 -0.211
C -0.215 0.179 4.587 0.694 1.671 -1.973 -0.047
H -1.148 -2.573 8.022 0.180 0.568 0.141 0.086
H -1.300 -3.271 6.505 0.263 0.831 -0.073 0.080
H -1.012 -3.129 4.403 -0.022 -0.576 0.326 0.074
H -1.034 -2.558 1.969 -0.133 0.465 0.447 0.086
H 0.041 1.390 2.762 -0.140 -0.136 0.487 0.021
H 0.130 0.972 5.212 0.106 0.015 0.840 0.093
```
Forces are in eV/Å.

* energy relative to the best compared isomer or geometry (same formula, charge and spin): 0.0 kcal/mol
* frontier orbital gap (alpha / beta): 4.53 / 3.19 eV
* LUMO level (alpha / beta): 2.8 / 2.8 eV
* total charge: -1

Number 1: energy -3217.45374 Ha, molecular weight 796.6 g mol⁻¹. Number 2: energy -651.34504 Ha, molecular weight 204.3 g mol⁻¹. Number 3: energy -568.94711 Ha, molecular weight 85.1 g mol⁻¹. Number 4: energy -320.72567 Ha, molecular weight 97.1 g mol⁻¹. Number 5: energy -1640.63050 Ha, molecular weight 503.6 g mol⁻¹. Number 6: energy -984.29807 Ha, molecular weight 308.8 g mol⁻¹.